1.
{"formula": "C22H21O3PSe2Sr", "method": "ωB97M-V with the def2-TZVPD basis set", "orbital_gap_ev": 7.3, "charge": 0, "symbols": ["C", "C", "C", "H", "H", "H", "H", "C", "H", "O", "C", "H", "C", "Se", "C", "H", "O", "H", "H", "H", "H", "C", "C", "H", "H", "H", "C", "H", "C", "H", "C", "H", "O", "C", "C", "H", "H", "C", "C", "C", "C", "P", "C", "C", "H", "Sr", "C", "C", "H", "Se"], "coordinates": [[-1.10, -0.24, -2.80], [1.33, 0.07, -4.09], [0.83, 2.88, 3.06], [0.83, -6.90, -1.09], [-1.54, -3.38, -1.66], [2.52, -5.56, 0.11], [1.02, 3.91, 2.78], [0.07, -0.66, -2.16], [2.20, -0.78, -2.33], [1.84, 3.42, -0.50], [1.64, -5.09, -0.28], [-1.20, -5.81, -1.98], [0.69, -5.83, -0.96], [-1.90, -0.87, 0.36], [-1.06, 0.34, -4.07], [-0.06, -1.80, 3.28], [-2.26, 5.01, -0.34], [2.20, -3.12, 0.41], [-0.98, -1.28, 4.69], [2.28, 0.20, -4.59], [-1.98, 0.67, -4.54], [0.32, -3.11, -0.62], [-1.05, 4.35, -0.02], [-2.05, -0.36, -2.29], [-3.89, 3.76, -0.53], [2.35, 0.15, 4.34], [1.27, -0.50, -2.83], [-1.73, 0.66, 3.21], [1.55, 0.77, 3.95], [2.84, 2.46, 3.65], [0.16, 0.50, -4.72], [0.20, 0.95, -5.70], [-0.31, 4.99, 0.70], [-0.01, -1.19, 4.18], [-0.64, -3.86, -1.29], [0.76, -1.60, 4.83], [-1.27, 3.03, 2.64], [-0.73, 1.06, 3.32], [-3.15, 4.29, -1.13], [2.32, 4.02, 0.33], [-0.46, 2.37, 2.96], [0.06, -1.33, -0.43], [0.27, 0.24, 3.83], [1.84, 2.07, 3.56], [-2.63, 3.55, -1.77], [-0.39, 1.83, -0.64], [-0.45, -5.22, -1.46], [1.46, -3.72, -0.11], [-3.67, 4.97, -1.80], [1.67, -0.34, 0.56]]}

=====

2.
{"formula": "C24H20N5O4RuS2", "method": "ωB97M-V with the def2-TZVPD basis set", "orbital_gap_ev": [5.2, 6.3], "s_squared": 0.808, "spin_multiplicity": 2, "charge": -2, "symbols": ["C", "C", "C", "H", "H", "C", "N", "H", "H", "O", "C", "C", "C", "H", "C", "H", "O", "Ru", "H", "N", "O", "N", "N", "H", "H", "S", "C", "H", "C", "C", "C", "C", "C", "H", "C", "C", "H", "C", "C", "C", "H", "C", "H", "H", "H", "C", "N", "H", "H", "O", "S", "C", "H", "H", "C", "C"], "coordinates": [[2.44, 2.19, 0.76], [0.44, -4.72, -4.77], [-1.05, 0.69, -2.78], [3.28, 2.46, 3.36], [4.02, 3.49, 1.50], [0.97, -4.11, 0.60], [1.56, 1.94, -0.29], [2.01, -1.44, 2.66], [3.92, -3.50, -1.81], [-0.05, -3.91, -5.86], [1.72, -5.17, 0.14], [0.47, -1.64, 0.60], [2.40, 1.25, 1.82], [1.45, -6.18, 0.43], [3.31, 3.31, 0.70], [0.78, 2.56, -2.07], [-0.83, 0.62, -1.52], [0.45, 0.08, -0.03], [0.13, -4.29, 1.24], [-0.31, -2.44, 2.94], [0.85, -3.84, -3.74], [1.28, -0.71, 2.63], [1.63, 0.20, 1.58], [-0.61, -2.02, 3.81], [-0.35, -5.37, -4.40], [-2.07, -3.96, -1.10], [-0.77, -0.53, -3.63], [-1.12, -2.90, 2.54], [-1.68, -5.35, -1.92], [3.25, 4.16, -0.37], [-1.27, -0.56, -4.93], [-1.10, -1.66, -5.76], [1.26, -2.80, 0.19], [2.59, -1.59, -0.97], [0.07, -1.37, 2.05], [3.15, 1.41, 3.10], [-1.51, -1.69, -6.76], [2.32, 3.90, -1.41], [-0.38, -2.72, -5.25], [-0.06, -1.63, -3.12], [1.32, -5.27, -5.13], [2.79, -4.96, -0.72], [2.24, 4.56, -2.27], [3.91, 5.02, -0.42], [4.15, 0.96, 3.05], [2.34, -2.61, -0.67], [-1.42, -6.33, -2.50], [2.60, 0.91, 3.90], [0.28, -1.65, -2.10], [-1.47, 1.71, -3.34], [-1.13, -0.05, 1.70], [1.52, 2.79, -1.32], [-1.82, 0.31, -5.27], [3.36, -5.80, -1.10], [3.10, -3.67, -1.12], [0.13, -2.69, -3.97]]}

=====

3.
{"formula": "C4H11NOS", "method": "ωB97M-V with the def2-TZVPD basis set", "orbital_gap_ev": [9.1, 9.1], "charge": 0, "symbols": ["H", "C", "H", "C", "C", "H", "O", "H", "H", "H", "H", "H", "H", "H", "C", "S", "N", "H"], "coordinates": [[4.58, -2.01, -0.74], [-0.50, -0.27, 1.58], [2.89, 1.42, -0.81], [3.34, 1.05, 0.00], [4.06, -1.16, -0.25], [0.31, -0.56, 2.34], [-3.08, -0.70, 0.21], [3.72, 1.84, 0.70], [-2.18, -5.10, -0.83], [0.24, -1.64, 0.07], [3.26, -1.29, 0.54], [-1.42, -0.53, 2.22], [-0.55, 0.72, 1.43], [-1.88, -4.62, -0.16], [-0.61, -1.04, 0.36], [-2.02, -1.45, -0.45], [4.26, 0.05, -0.53], [2.61, 0.38, 0.58]]}

=====

Values for calculated total energy, Eh, ordered as above
-6251.6528, -2392.5782, -687.0151
Values for ΔE to the lowest compared entry with this formula, charge and spin, kJ/mol, ordered as above
94.92, 50.62, 509.86